1.
The following is a DFT calculation (ωB97M-V/def2-TZVPD) of a cluster of 2 separate species, C25H28NO2 in total.

Geometry as ORCA input:
```
! RIJCOSX wB97M-V def2-TZVPD def2/J DEFGRID3
* xyz 1 1
C 4.05 -3.55 3.29
C 3.01 -3.69 4.22
C 1.98 -2.75 4.27
C 2.02 -1.62 3.42
C 0.94 -0.63 3.45
C -0.39 -1.07 3.44
C -1.51 -0.25 3.56
C -2.87 -0.71 3.53
C -3.92 0.23 3.57
C -5.25 -0.17 3.50
C -5.57 -1.54 3.40
C -4.54 -2.49 3.38
C -3.20 -2.09 3.45
C 1.29 0.79 3.48
C 0.72 1.72 2.58
C 1.09 3.07 2.61
C 2.00 3.52 3.58
C 2.56 2.61 4.49
C 2.22 1.26 4.43
C 3.08 -1.48 2.50
C 4.08 -2.45 2.42
H 4.85 -4.29 3.25
H 2.99 -4.54 4.91
H 1.16 -2.84 4.98
H -0.54 -2.15 3.34
H -1.35 0.82 3.74
H -3.66 1.29 3.65
H -6.04 0.58 3.51
H -6.61 -1.85 3.34
H -4.78 -3.55 3.31
H -2.41 -2.84 3.44
H 0.01 1.35 1.83
H 0.66 3.76 1.88
H 2.28 4.57 3.62
H 3.27 2.95 5.25
H 2.66 0.55 5.13
H 3.08 -0.61 1.84
H 4.88 -2.34 1.68
O -2.36 4.77 -0.61
C -2.47 3.76 0.37
C -2.89 2.48 -0.34
N -1.90 2.02 -1.26
C -2.21 0.82 -1.99
C -1.10 0.41 -2.95
O -0.99 1.42 -3.93
H -2.12 5.59 -0.15
H -1.50 3.62 0.87
H -3.27 4.01 1.08
H -3.11 1.74 0.46
H -3.81 2.67 -0.92
H -0.96 2.00 -0.87
H -2.36 -0.04 -1.32
H -3.13 1.02 -2.57
H -0.15 0.33 -2.40
H -1.41 -0.53 -3.41
H -0.29 1.15 -4.54
*
```

* HOMO level: -0.3847 Eh
* orbital gap: 0.1803 Eh
* E: -31956.408 eV
* LUMO level: -5.561 eV

Here are the Mulliken charges for atoms 1 to 6, given in e: -0.37 -0.69 -0.39 -0.07 0.35 -0.84

---

2.
The following is a DFT calculation (ωB97M-V/def2-TZVPD) of an isolated molecule of C3H6N2O.

Geometry as ORCA input:
```
! RIJCOSX wB97M-V def2-TZVPD def2/J DEFGRID3
* xyz 0 1
C -0.59 -1.20 -0.86
N 0.46 -0.65 -0.03
C 0.53 0.76 0.20
N 1.44 1.30 -0.50
C -0.34 1.42 1.24
O -1.01 0.75 2.00
H -0.99 -0.40 -1.50
H -1.40 -1.62 -0.26
H -0.18 -1.97 -1.52
H 0.71 -1.21 0.77
H 1.66 0.29 -0.85
H -0.30 2.53 1.31
*
```

* HOMO level: -0.3474 Eh
* orbital gap: 0.3406 Eh
* E: -8233.938 eV
* LUMO level: -0.185 eV
* SMILES string: [H]/N=C(/C=O)NC

Here are the Mulliken charges for atoms 1 to 6, given in e: -0.74 -0.32 0.31 -0.63 -0.03 -0.47

---

Record order is preserved below.
Energy above the lowest of the compared OMol25 structures with the same formula, charge and spin: 12.8, 63.7 kcal/mol